Record 1
The following is a DFT calculation (ωB97M-V/def2-TZVPD) of a molecular structure, C9H29AlBeCl3CsF4LiN2O9P2.

Calculated values
Electronic energy: -3894.222370 Ha
Kohn-Sham gap: 6.53 eV
HOMO: -9.968 eV
Charge: +1

Geometry (Å):
C1 3.247 0.750 3.344
C2 2.794 -0.642 3.775
P1 3.023 -1.918 2.448
C3 4.743 -1.788 1.815
Al1 1.488 -1.317 0.749
C4 -0.260 -1.346 1.788
O1 -1.420 -0.941 1.016
C5 -2.535 -0.767 1.743
F1 -3.542 -0.857 0.921
F2 -2.533 0.340 2.463
F3 -2.729 -1.831 2.681
H1 3.253 1.412 4.202
H2 2.599 1.160 2.581
H3 4.247 0.679 2.931
H4 3.404 -0.965 4.613
H5 1.739 -0.644 4.032
H6 4.991 -2.667 1.241
H7 5.407 -1.684 2.666
H8 4.874 -0.895 1.217
H9 1.736 0.099 0.116
H10 1.363 -2.503 -0.348
H11 -0.112 -0.689 2.668
H12 -0.315 -2.390 2.135
N1 1.431 -4.797 2.460
H13 2.102 -5.562 2.519
H14 0.827 -4.949 1.648
H15 0.874 -4.773 3.313
H16 1.974 -3.846 2.351
N2 0.895 3.045 0.389
O2 1.243 2.978 1.562
O3 1.319 2.369 -0.484
O4 -0.047 3.990 0.154
Be1 -0.067 4.787 1.603
Cl1 0.107 4.208 3.717
Cs1 -1.430 -2.776 4.053
C6 -1.337 1.353 -4.564
O5 -0.531 2.542 -4.505
P2 -1.032 3.904 -5.261
O6 0.114 4.808 -5.223
O7 -2.164 4.194 -4.107
C7 -1.725 4.464 -2.786
O8 -2.044 4.375 -6.404
C8 -2.301 5.783 -6.444
H17 -0.921 0.643 -3.853
H18 -2.373 1.568 -4.289
H19 -1.306 0.916 -5.561
H20 -0.727 4.907 -2.777
H21 -1.723 3.544 -2.196
H22 -2.435 5.159 -2.333
H23 -1.425 6.316 -6.803
H24 -2.588 6.154 -5.462
H25 -3.125 5.925 -7.140
O9 -3.341 -7.316 4.897
H26 -3.114 -8.076 5.441
H27 -4.230 -7.508 4.583
C9 -1.875 -6.730 -0.459
Cl2 -2.104 -8.309 0.264
Cl3 -1.067 -5.599 0.673
H28 -1.250 -6.824 -1.337
H29 -2.838 -6.307 -0.713
F4 1.098 6.857 -4.353
Li1 1.673 7.988 -3.375

=====

Record 2
The following is a DFT calculation (ωB97M-V/def2-TZVPD) of 2 unconnected molecules or ions with the total composition C4H8N8O3.

Calculated values
Relative energy (zero: lowest compared OMol25 entry of this formula, charge and spin): 40.6 kcal/mol
Electronic energy: -820.036077 Ha
Kohn-Sham gap: 8.13 eV
HOMO: -17.374 eV
Charge: +2

Geometry (Å):
C1 -1.554 0.803 2.780
C2 -1.812 1.610 1.643
C3 0.816 -1.597 -1.112
C4 1.713 -0.445 -1.316
N1 -2.466 1.240 3.619
N2 -2.777 2.452 1.882
N3 -1.230 1.698 0.411
N4 1.298 0.073 -2.455
N5 -0.099 -1.608 -2.074
N6 2.804 -0.062 -0.639
N7 -0.385 1.006 -0.200
N8 0.985 -2.698 -0.394
O1 0.211 0.036 0.366
O2 -3.198 2.103 3.033
O3 0.199 -0.497 -2.946
H1 -0.685 0.190 2.995
H2 1.278 1.069 -2.622
H3 -0.939 -2.046 -2.164
H4 2.752 -0.477 0.289
H5 2.991 0.854 -0.926
H6 1.363 -2.597 0.589
H7 -1.671 2.380 -0.160
H8 0.405 -3.487 -0.601

=====

Record 3
The following is a DFT calculation (ωB97M-V/def2-TZVPD) of a molecular structure, C20H23PPtSe2.

Calculated values
Relative energy (zero: lowest compared OMol25 entry of this formula, charge and spin): 0.0 kcal/mol
⟨S²⟩: 2.01
Electronic energy: -6039.352935 Ha
Kohn-Sham gap (spin up / spin down): 5.17 / 6.32 eV
Multiplicity: 3
HOMO (spin up / spin down): -5.110 / -8.081 eV

Geometry (Å):
C1 -1.074 -0.769 -2.112
C2 1.576 -0.266 -2.652
C3 -1.726 0.172 -3.033
H1 -1.781 -1.270 -1.422
C4 1.248 1.145 -2.434
H2 2.641 -0.480 -2.495
H3 -2.095 -0.457 -3.882
H4 2.109 1.743 -2.086
C5 -0.995 1.289 -3.798
H5 -1.721 2.101 -3.979
H6 -0.741 0.866 -4.787
C6 -0.387 -1.837 -3.036
H7 -1.066 -2.134 -3.848
H8 -0.145 -2.748 -2.474
C7 0.896 -1.218 -3.621
H9 0.721 -0.748 -4.592
H10 1.615 -2.022 -3.814
C8 0.300 1.970 -3.275
H11 0.849 2.347 -4.153
H12 0.030 2.878 -2.712
Pt1 0.549 0.014 -0.967
H13 -2.737 0.396 -2.654
Se1 2.096 -0.525 0.945
P1 0.506 -0.038 2.383
Se2 -1.053 0.482 0.940
C9 0.078 -1.428 3.477
C10 -0.080 -1.245 4.865
C11 -0.400 -2.338 5.675
C12 -0.594 -3.602 5.109
C13 -0.463 -3.779 3.726
C14 -0.123 -2.698 2.910
C15 0.933 1.345 3.457
C16 2.101 1.266 4.239
C17 2.331 2.235 5.218
C18 1.424 3.286 5.391
C19 0.300 3.396 4.562
C20 0.060 2.434 3.578
H14 0.052 -0.256 5.308
H15 -0.502 -2.197 6.752
H16 -0.853 -4.449 5.745
H17 -0.627 -4.762 3.285
H18 -0.004 -2.820 1.830
H19 2.810 0.452 4.078
H20 3.216 2.163 5.852
H21 1.593 4.027 6.173
H22 -0.394 4.227 4.684
H23 -0.800 2.509 2.907

=====

Record 4
The following is a DFT calculation (ωB97M-V/def2-TZVPD) of 2 unconnected molecules or ions with the total composition C6H15N2.

Calculated values
Relative energy (zero: lowest compared OMol25 entry of this formula, charge and spin): 209.2 kcal/mol
⟨S²⟩: 0.86
Electronic energy: -346.143176 Ha
Kohn-Sham gap (spin up / spin down): 5.62 / 4.59 eV
Multiplicity: 2
HOMO (spin up / spin down): -17.965 / -17.500 eV
Charge: +2

Geometry (Å):
N1 0.615 3.091 -1.420
C1 0.464 -0.126 -0.397
C2 1.556 -1.088 0.309
C3 1.301 -1.600 1.739
C4 0.663 -2.728 2.020
C5 -0.883 -0.811 -0.548
N2 -2.037 0.154 -0.792
C6 -1.888 1.409 -0.045
H1 0.601 2.022 -1.447
H2 1.144 3.409 -2.232
H3 1.005 3.285 -0.523
H4 0.972 0.228 -1.272
H5 2.633 -0.753 0.230
H6 1.577 -2.055 -0.278
H7 1.357 -0.988 2.611
H8 0.467 -3.091 2.994
H9 0.046 -3.284 1.276
H10 -0.831 -1.442 -1.347
H11 -1.272 -1.228 0.379
H12 -2.115 0.238 -1.946
H13 -2.700 1.632 0.634
H14 -1.007 1.356 0.659
H15 -1.667 2.371 -0.602

=====

Record 5
The following is a DFT calculation (ωB97M-V/def2-TZVPD) of C3H6N2O in the gas phase.

Calculated values
Relative energy (zero: lowest compared OMol25 entry of this formula, charge and spin): 36.9 kcal/mol
Electronic energy: -302.634323 Ha
Kohn-Sham gap: 10.20 eV
HOMO: -9.444 eV
SMILES: C/N=C/N=C\O

Geometry (Å):
C1 -1.264 0.191 -1.439
N1 -0.239 0.072 -0.448
C2 -0.511 -0.311 0.739
N2 0.439 -0.380 1.717
C3 1.663 -0.238 1.345
O1 2.168 0.451 0.351
H1 -1.311 1.229 -1.773
H2 -2.250 -0.120 -1.075
H3 -0.992 -0.425 -2.299
H4 -1.517 -0.595 1.067
H5 2.422 -0.592 2.037
H6 1.391 0.718 -0.223

=====

Record 6
The following is a DFT calculation (ωB97M-V/def2-TZVPD) of a molecular structure, C26H23Cl2N3O3S2.

Calculated values
Relative energy (zero: lowest compared OMol25 entry of this formula, charge and spin): 555.9 kcal/mol
Electronic energy: -3110.470140 Ha
Kohn-Sham gap: 7.57 eV
HOMO: -8.002 eV

Geometry (Å):
O1 -4.177 1.898 3.007
C1 -3.104 1.600 2.514
N1 -2.267 0.702 3.237
C2 -1.203 0.013 3.081
N2 -0.460 0.325 2.194
C3 0.565 -0.767 2.181
C4 0.522 -1.707 3.272
C5 1.812 -2.490 3.611
C6 1.441 -3.723 4.246
C7 2.279 -4.628 4.552
C8 3.813 -4.540 4.300
C9 4.186 -3.227 3.820
C10 2.994 -2.112 3.452
H1 3.408 -1.414 2.849
H2 5.140 -2.892 3.630
H3 4.324 -5.235 4.675
H4 1.857 -5.548 5.059
H5 0.225 -4.022 4.393
S1 -0.578 -1.276 4.096
C11 1.569 -0.803 0.970
C12 2.198 -1.783 0.498
C13 3.017 -1.953 -0.615
C14 3.406 -0.594 -1.213
C15 2.751 0.469 -0.619
C16 2.206 0.666 0.454
H6 1.508 1.486 0.818
H7 2.917 1.713 -0.937
H8 4.177 -0.461 -2.075
H9 3.350 -2.739 -1.012
H10 1.786 -2.820 0.793
H11 -2.643 0.408 4.250
C17 -2.471 1.964 1.369
C18 -1.296 2.496 1.093
C19 -0.928 2.874 -0.048
C20 -1.662 2.477 -1.169
C21 -2.733 1.781 -1.215
C22 -3.221 1.728 0.208
H12 -4.432 0.916 0.248
H13 -3.422 1.634 -1.968
S2 -0.846 2.493 -2.834
O2 -2.128 2.578 -3.915
O3 -0.073 3.516 -2.847
N3 0.013 1.243 -2.826
C23 -0.824 0.078 -2.857
C24 -0.416 -0.708 -1.545
H14 0.355 -1.095 -1.697
H15 -0.725 0.057 -0.821
Cl1 -1.960 -1.803 -1.479
H16 -0.262 -0.529 -3.819
H17 -1.713 0.175 -3.033
C25 1.315 1.442 -3.728
C26 1.082 1.573 -5.229
H18 1.947 2.149 -5.848
H19 -0.020 2.114 -5.443
Cl2 0.678 -0.046 -6.090
H20 1.849 0.387 -3.605
H21 1.723 2.410 -3.291
H22 0.086 3.220 -0.243
H23 -0.672 2.737 1.939